This record from the OMol25 dataset describes a 4-piece molecular cluster, C2H12N2O2 overall. The level of theory is wB97M-V/def2-TZVPD.

Structure (XYZ):
```
18
Properties=species:S:1:pos:R:3:mulliken_charge:R:1
N -2.1499 -0.2862 -0.2453 -0.426
C -0.8362 0.1719 -0.6677 -0.032
C 0.1256 -0.7098 -1.4727 -0.999
N -0.6411 -0.4146 2.0388 -0.739
H 1.1539 -0.1453 1.6009 0.451
H -2.8918 0.0059 -0.9566 0.325
H -1.2234 1.0780 -1.2175 0.279
H -0.2268 0.5742 0.0917 0.181
H -0.4152 -1.4235 -2.0809 0.367
H 0.7532 -1.2539 -0.8790 0.334
H -1.0364 -1.0221 2.7046 0.193
H -0.6450 0.5315 2.4075 0.303
H 2.0848 0.2887 0.3565 0.405
H 0.8423 -0.0728 -2.1610 0.270
O 2.0739 -0.2088 1.2760 -0.690
H 2.4757 2.0256 -1.2094 0.219
H -1.3776 -0.3394 1.2731 0.281
O 1.9339 1.2007 -0.8590 -0.721
```

Summary:
E_LUMO in Eh: -0.176
E_HOMO in eV: -8.700
Multiplicity: 1